1.
A 16-piece molecular cluster, C20H72O26 overall at a distorted geometry. Source: the OMol25 dataset; level of theory: ωB97M-V with the def2-TZVPD basis set.

Summary:
gap between HOMO and LUMO: 0.3409 Eh
energy relative to the best compared isomer or geometry (same formula, charge and spin): 140.2 kcal per mole

XYZ file:
```
118
Properties=species:S:1:pos:R:3:lowdin_charge:R:1
O -1.9301 -3.4128 -1.6200 -0.112
H -2.6807 -2.9123 -1.2246 -0.001
H -1.1071 -3.0788 -1.2234 -0.029
O 1.4384 -4.6916 -2.3272 -0.038
H 1.9932 -5.3104 -2.8595 0.073
H 0.5552 -4.8612 -2.6124 0.026
O 0.4044 -2.0697 -3.5886 -0.038
H 1.0707 -2.5761 -3.1127 0.025
H 0.3868 -2.4961 -4.4741 0.078
O 0.9103 3.4984 3.0066 0.000
H 0.7254 4.4183 3.2623 0.078
H 0.9471 3.6074 2.1034 -0.006
O 0.6543 2.0432 -2.1176 -0.060
H 0.6982 2.1221 -1.1196 0.054
H 1.3823 1.5717 -2.4698 -0.025
O 1.3880 -0.3223 3.4383 -0.052
H 1.5953 -1.2877 3.4426 0.015
H 2.1538 0.1320 3.1176 -0.025
C -4.1681 -0.3173 4.2795 -0.219
C -3.0523 -1.0205 3.4065 -0.199
O -1.9834 -1.3680 4.2972 -0.094
O -5.3558 -0.0708 3.5429 -0.081
H -3.9285 0.7465 4.4639 0.102
H -4.4153 -0.8565 5.1937 0.121
H -2.6237 -0.2827 2.6703 0.102
H -3.3103 -1.9916 2.8990 0.121
H -1.6333 -0.5511 4.6605 0.048
H -5.8038 -0.9173 3.5596 0.070
C -5.4312 -3.4240 0.9594 -0.205
C -5.1056 -2.2294 0.0545 -0.199
O -3.6994 -1.9509 0.0097 -0.089
O -6.8321 -3.7211 0.7983 -0.046
H -5.2395 -3.1650 1.9648 0.084
H -4.7670 -4.2830 0.7573 0.131
H -5.4689 -1.4056 0.5628 0.086
H -5.5984 -2.1522 -0.9120 0.130
H -3.6700 -1.0326 -0.2526 0.035
H -6.9955 -4.4313 1.3732 0.051
C -2.6227 2.6193 2.9781 -0.136
C -2.0465 2.6742 4.4580 -0.241
O -1.1810 1.6119 4.6918 -0.067
O -3.5683 3.7686 2.8412 -0.077
H -3.2504 1.8130 2.7095 0.077
H -1.7707 2.7308 2.3903 0.075
H -2.7707 2.6901 5.2674 0.118
H -1.4903 3.5781 4.6237 0.100
H -0.5470 1.7706 3.9676 0.066
H -3.5727 4.1457 1.9838 0.010
C 5.1069 -0.4844 -1.7815 -0.131
C 5.1866 -0.2421 -0.2627 -0.267
O 6.1985 0.6744 -0.0312 -0.058
O 3.9356 -1.3531 -2.0805 -0.096
H 5.9177 -1.0659 -2.1562 0.116
H 4.9268 0.5251 -2.1867 0.117
H 5.4514 -1.1414 0.2445 0.113
H 4.2253 0.1695 0.0976 0.104
H 6.5533 0.4764 0.8594 0.105
H 3.2881 -0.8328 -2.5359 0.020
C 3.7665 2.1808 2.8666 -0.249
C 5.2504 2.5632 2.6074 -0.180
O 6.0690 1.6701 3.4253 -0.068
O 3.3900 1.0571 2.1638 -0.075
H 3.2722 2.9525 2.3132 0.090
H 3.3682 2.1838 3.8926 0.143
H 5.3895 3.6376 2.7625 0.117
H 5.4149 2.5824 1.5564 0.092
H 6.3774 1.9543 4.2911 0.085
H 3.2365 1.5040 1.3329 0.085
C 1.8761 -3.3183 2.0179 -0.183
C 2.7955 -2.6314 1.0420 -0.186
O 2.5345 -3.1841 -0.2708 -0.103
O 2.1506 -2.8888 3.3577 -0.101
H 1.9237 -4.4191 2.1463 0.144
H 0.8680 -3.0461 1.8121 0.105
H 3.8789 -2.7678 1.1754 0.127
H 2.6749 -1.5609 1.0219 0.103
H 3.0333 -2.6844 -0.9463 0.067
H 2.0166 -3.5597 4.0694 0.131
C -1.8686 1.2271 -4.0095 -0.205
C -1.7916 0.6366 -5.3886 -0.236
O -0.5213 0.0824 -5.5367 -0.053
O -2.9933 2.1433 -4.0192 -0.087
H -0.9469 1.7851 -3.7644 0.107
H -1.9130 0.4588 -3.2093 0.122
H -1.8857 1.4244 -6.1470 0.125
H -2.3756 -0.2310 -5.6763 0.132
H -0.6650 -0.8253 -5.5849 0.038
H -3.0017 2.5998 -4.8785 0.085
C 4.0213 0.7839 -4.9634 -0.245
C 2.5570 0.2877 -4.9521 -0.239
O 2.0814 0.2470 -3.6729 -0.115
O 4.2423 1.3922 -6.1866 -0.011
H 4.5572 -0.0596 -4.8114 0.078
H 4.2459 1.4427 -4.0983 0.132
H 2.4212 -0.7176 -5.4405 0.142
H 1.7888 1.0331 -5.3573 0.142
H 1.5530 -0.5300 -3.6091 0.025
H 4.3013 0.6711 -6.7629 0.062
C -0.3397 -0.0896 0.6924 -0.234
C 0.1308 -0.6791 -0.5467 -0.213
O 0.0838 -2.1444 -0.4881 -0.118
O 0.2919 1.1658 1.0519 -0.085
H -0.2827 -0.7803 1.6013 0.138
H -1.4111 -0.0643 0.5280 0.095
H 1.2024 -0.3096 -0.8745 0.142
H -0.4803 -0.2236 -1.3393 0.103
H 1.0322 -2.4955 -0.3660 0.055
H 0.8159 1.0266 1.8511 0.032
C -2.6459 2.9449 -0.6501 -0.214
C -3.7858 1.9555 -0.5870 -0.257
O -3.4587 0.6842 -0.9572 -0.036
O -3.0837 4.1540 -0.0703 -0.079
H -2.2212 3.0862 -1.5902 0.090
H -1.8006 2.5308 -0.0691 0.115
H -4.6396 2.2833 -1.2037 0.142
H -4.2370 1.9383 0.3508 0.104
H -3.6450 0.6635 -1.8854 0.083
H -4.0924 4.1989 -0.0040 0.130
```

---

2.
A 18-piece molecular cluster, C20H76O28 overall at a distorted geometry. Source: the OMol25 dataset; level of theory: ωB97M-V with the def2-TZVPD basis set.

Summary:
gap between HOMO and LUMO: 0.3281 Eh
energy relative to the best compared isomer or geometry (same formula, charge and spin): 34.7 kcal per mole

XYZ file:
```
124
Properties=species:S:1:pos:R:3:lowdin_charge:R:1
O -19.3570 -10.7280 6.0470 -0.014
H -18.9010 -9.9060 6.2450 0.049
H -18.8820 -11.4100 6.4560 -0.039
O -11.5930 -12.5620 7.6700 -0.014
H -12.4530 -12.8480 7.6460 -0.054
H -11.5170 -11.9920 6.8580 0.054
O -16.5170 -9.9220 8.1250 -0.008
H -16.6580 -9.1610 8.6930 0.065
H -15.9490 -9.6550 7.4290 -0.018
O -15.6070 -9.9300 5.4590 -0.061
H -16.4220 -10.3710 5.5080 -0.009
H -15.1050 -10.4740 4.7820 0.030
O -15.9280 -16.4920 6.8380 -0.047
H -15.5010 -16.1600 6.0480 0.028
H -16.9120 -16.5430 6.6530 0.042
O -17.3700 -11.4500 3.1070 -0.022
H -16.7620 -10.9410 2.6220 0.008
H -16.8240 -12.1440 3.5050 -0.016
O -12.5120 -15.5800 9.0650 -0.019
H -12.8470 -16.2750 9.6250 0.029
H -12.9660 -14.7560 9.1640 0.002
O -17.0200 -14.1010 4.4500 -0.010
H -17.4990 -14.7260 3.9780 0.031
H -16.0720 -14.3010 4.2800 0.084
C -12.4850 -16.8480 5.8200 -0.213
C -11.5590 -17.7450 6.6310 -0.210
O -10.9780 -18.7890 5.8110 -0.078
O -12.5950 -15.5100 6.3580 -0.105
H -13.5280 -17.2890 5.7690 0.116
H -12.2530 -16.6920 4.7450 0.121
H -12.0050 -18.2380 7.4670 0.110
H -10.7030 -17.2330 7.0900 0.127
H -10.2450 -18.4470 5.3220 0.062
H -13.0340 -15.6390 7.1910 0.015
C -18.9060 -15.5580 8.5960 -0.223
C -19.0350 -17.0240 8.0580 -0.130
O -18.6100 -16.9410 6.6440 -0.122
O -19.8350 -15.3710 9.6250 -0.095
H -19.1830 -14.7490 7.9630 0.082
H -17.8510 -15.3270 9.0580 0.127
H -19.9610 -17.4280 8.2170 0.090
H -18.3440 -17.7360 8.4520 0.110
H -19.4310 -17.2650 6.1960 0.115
H -19.2950 -15.5050 10.4630 0.137
C -11.7290 -9.2050 7.1190 -0.217
C -13.1560 -9.3670 7.5370 -0.273
O -13.5180 -8.3640 8.4380 -0.050
O -11.3140 -10.2100 6.1720 -0.079
H -10.9970 -9.2410 7.9000 0.112
H -11.6520 -8.2270 6.7100 0.116
H -13.2020 -10.3130 8.0190 0.088
H -13.8900 -9.2670 6.6020 0.150
H -12.6020 -7.9800 8.4990 0.099
H -10.4320 -10.0500 5.8190 0.109
C -19.4120 -11.7000 9.5080 -0.289
C -20.4920 -11.8740 10.4850 -0.218
O -20.5690 -13.1160 11.2340 -0.078
O -19.4540 -10.4270 8.9730 -0.023
H -19.3720 -12.5560 8.8080 0.110
H -18.3950 -11.7970 9.9490 0.104
H -21.4770 -11.9170 10.0250 0.119
H -20.7340 -11.0950 11.1810 0.119
H -20.6760 -13.8020 10.5690 0.037
H -18.7820 -10.5820 8.3380 0.010
C -12.4320 -12.6830 3.8400 -0.279
C -13.2810 -11.4630 3.6660 -0.229
O -14.5970 -11.8620 3.9610 -0.112
O -11.1480 -12.2040 3.7750 -0.043
H -12.6670 -13.4170 3.0170 0.138
H -12.4960 -13.1940 4.8370 0.130
H -13.1090 -11.0460 2.6210 0.159
H -12.9370 -10.7840 4.4350 0.110
H -14.8650 -12.6090 3.3830 0.109
H -11.0960 -11.4880 3.1500 0.081
C -20.9410 -13.9680 4.9740 -0.206
C -21.6840 -14.3580 6.2960 -0.134
O -21.1350 -13.4010 7.2640 -0.083
O -19.6620 -14.5800 4.7700 -0.047
H -20.7380 -12.9840 4.8940 0.079
H -21.6440 -14.1590 4.2360 0.097
H -21.4120 -15.4300 6.3900 0.124
H -22.7350 -14.2930 6.1180 0.101
H -21.1870 -12.4880 7.0020 0.071
H -19.1750 -14.0100 5.3370 0.038
C -9.9390 -11.4210 10.2880 -0.279
C -9.5680 -10.1440 10.9470 -0.326
O -8.2250 -10.0430 11.1310 -0.036
O -11.3050 -11.6030 10.3880 -0.090
H -9.4900 -12.3250 10.8010 0.150
H -9.6660 -11.2920 9.2000 0.132
H -10.0690 -9.8550 11.8690 0.121
H -9.8590 -9.1800 10.4080 0.130
H -7.8820 -9.6050 10.3730 0.075
H -11.5380 -12.0700 9.5490 0.055
C -15.0490 -17.0380 11.4210 -0.282
C -15.5540 -16.4810 10.0810 -0.216
O -14.8180 -17.3000 9.1960 -0.115
O -15.5650 -16.2510 12.3850 -0.061
H -13.9430 -17.1520 11.5110 0.130
H -15.3910 -18.0470 11.6620 0.125
H -15.2080 -15.4370 9.9430 0.113
H -16.5630 -16.6350 9.7690 0.086
H -14.9620 -16.9000 8.3320 0.023
H -15.1570 -15.3710 12.3850 0.061
C -15.8930 -11.2060 11.4780 -0.210
C -16.4190 -12.6380 11.7340 -0.161
O -15.2790 -13.4770 12.0550 -0.082
O -14.6670 -11.3450 10.8300 -0.091
H -15.7070 -10.6670 12.4270 0.135
H -16.5470 -10.5620 10.8870 0.109
H -16.8210 -13.1200 10.8890 0.073
H -17.1890 -12.6220 12.5470 0.144
H -14.4980 -13.0650 11.6920 0.069
H -14.2430 -10.4830 10.9530 0.122
C -16.3230 -13.0780 7.7870 -0.220
C -14.7750 -12.8080 7.5210 -0.155
O -14.1830 -13.1270 8.7890 -0.077
O -17.1550 -12.5790 6.8200 -0.049
H -16.5400 -12.5590 8.7250 0.101
H -16.3880 -14.0780 7.9730 0.061
H -14.5390 -11.8470 7.2180 0.071
H -14.4990 -13.3920 6.6860 0.095
H -14.2660 -12.3340 9.3150 0.046
H -17.0310 -13.0450 5.9830 0.048
```

---

3.
A 17-piece molecular cluster, C20H78N4O17 overall at a distorted geometry. Source: the OMol25 dataset; level of theory: ωB97M-V with the def2-TZVPD basis set.

Summary:
gap between HOMO and LUMO: 0.3513 Eh

XYZ file:
```
119
Properties=species:S:1:pos:R:3:lowdin_charge:R:1
C 11.4279 12.4928 -11.7595 -0.073
C 11.1515 13.7446 -12.5259 -0.478
C 11.0362 13.4041 -13.9776 -0.233
O 10.8983 14.5479 -14.8240 -0.178
C 11.5872 14.4848 -16.0835 -0.095
N 9.8821 14.2943 -12.0726 0.047
H 11.6051 12.7212 -10.7085 0.083
H 12.3112 11.9899 -12.1531 0.079
H 10.5936 11.7959 -11.8395 0.084
H 11.9527 14.4792 -12.4458 0.148
H 10.2113 12.6983 -14.0748 0.128
H 11.9154 12.8331 -14.2760 0.117
H 10.9322 14.9110 -16.8434 0.084
H 12.0286 13.5527 -16.4361 0.082
H 12.4791 15.1013 -15.9712 0.081
H 9.7951 15.0740 -12.7087 0.062
H 9.2010 13.7420 -12.5737 0.065
C 12.9405 13.8786 2.4554 -0.076
C 11.7980 14.6469 1.7335 -0.401
C 11.1118 15.9213 2.4320 -0.162
O 9.9475 16.2051 1.6317 -0.193
C 9.4174 17.4758 1.9770 -0.122
N 12.4409 15.1149 0.4968 0.015
H 13.2034 13.0066 1.8567 0.071
H 12.6297 13.5253 3.4386 0.064
H 13.7917 14.5273 2.6623 0.072
H 11.0248 13.9103 1.5151 0.124
H 11.8325 16.7383 2.4672 0.118
H 10.7958 15.6623 3.4425 0.118
H 10.1864 18.2327 2.1315 0.080
H 8.8016 17.5053 2.8759 0.084
H 8.8566 17.9055 1.1470 0.085
H 11.6370 15.5547 0.0720 0.057
H 12.6682 14.3672 -0.1429 0.068
C 20.6666 13.4736 -9.2770 -0.072
C 22.1251 13.4102 -9.6364 -0.430
C 22.7093 12.0776 -10.1386 -0.188
O 21.8232 11.3854 -11.0501 -0.195
C 22.5558 10.4842 -11.9249 -0.095
N 22.2935 14.5069 -10.5828 0.014
H 20.3754 13.0447 -8.3182 0.076
H 20.0530 12.9372 -10.0008 0.075
H 20.2559 14.4831 -9.2608 0.078
H 22.7734 13.7233 -8.8180 0.132
H 23.0273 11.5130 -9.2621 0.117
H 23.6361 12.1964 -10.6998 0.107
H 23.1601 11.0861 -12.6037 0.077
H 21.8529 9.9024 -12.5212 0.085
H 23.2968 9.8484 -11.4405 0.082
H 23.2340 14.6614 -10.9172 0.067
H 21.7906 14.1994 -11.4029 0.070
C 12.6855 20.7740 -2.7958 -0.065
C 13.2554 21.5026 -4.0090 -0.438
C 12.5663 21.1543 -5.3541 -0.189
O 12.7559 19.7722 -5.7302 -0.221
C 13.9870 19.4116 -6.5141 -0.042
N 13.2490 22.9807 -3.7879 0.024
H 11.7825 21.3301 -2.5437 0.075
H 13.4207 20.7608 -1.9912 0.076
H 12.3901 19.7378 -2.9603 0.075
H 14.3072 21.2241 -4.0749 0.121
H 12.8384 21.8277 -6.1669 0.115
H 11.5347 21.3484 -5.0604 0.118
H 13.9606 18.3653 -6.8185 0.076
H 14.7023 19.4640 -5.6934 0.077
H 14.1496 19.9959 -7.4198 0.080
H 12.3376 23.3498 -3.5573 0.061
H 13.7480 23.1185 -2.9206 0.061
O 5.9803 21.2833 -5.0984 -0.056
H 6.2115 20.7462 -5.8562 0.029
H 5.0497 21.4747 -5.2148 0.026
O 9.8611 25.0342 3.6500 -0.055
H 10.0703 25.9603 3.7709 0.028
H 9.3534 25.0067 2.8389 0.027
O 6.1582 23.8544 -0.1164 -0.056
H 5.3688 23.5503 0.3316 0.028
H 6.2836 23.2306 -0.8315 0.028
O 8.6523 15.8548 -6.6007 -0.056
H 8.8088 15.4741 -7.4649 0.028
H 9.1377 16.6797 -6.6104 0.027
O 17.4606 24.6876 -5.8902 -0.055
H 16.6487 24.4792 -5.4280 0.025
H 17.3209 24.3622 -6.7795 0.026
O 9.2790 26.8533 -2.4281 -0.055
H 8.9931 27.3383 -3.2022 0.028
H 8.4673 26.5471 -2.0234 0.026
O 17.9003 24.4815 -10.6921 -0.054
H 17.3446 23.9817 -11.2902 0.027
H 17.9980 25.3358 -11.1126 0.028
O 18.6548 25.4465 1.0787 -0.055
H 18.7880 24.7996 1.7715 0.028
H 19.3151 25.2319 0.4198 0.027
O 17.1090 18.1279 0.5828 -0.056
H 17.3930 18.2498 -0.3232 0.027
H 16.2838 17.6478 0.5131 0.028
C 12.7911 28.0072 -9.6051 -0.190
O 13.1282 29.3478 -9.7617 -0.115
H 13.6139 27.2956 -9.5365 0.080
H 12.3351 27.9626 -8.6161 0.073
H 12.0524 27.7766 -10.3728 0.080
H 14.0819 29.3241 -9.6548 0.073
C 21.3552 19.3458 -4.6543 -0.136
O 20.3651 19.6901 -3.6238 -0.135
H 22.3393 19.7882 -4.4999 0.067
H 21.5800 18.2821 -4.5754 0.071
H 21.0681 19.5449 -5.6868 0.069
H 20.3694 20.5992 -3.3154 0.064
C 12.4957 31.5032 -3.9472 -0.196
O 11.5095 31.5621 -4.9051 -0.121
H 12.1449 31.6879 -2.9319 0.078
H 12.7650 30.4473 -3.9750 0.080
H 13.2574 32.2552 -4.1530 0.081
H 11.9393 31.6435 -5.7596 0.078
C 7.1707 23.3455 -9.9494 -0.119
O 6.8073 21.9175 -9.9266 -0.156
H 6.2728 23.7467 -9.4794 0.069
H 7.9706 23.5324 -9.2330 0.075
H 7.3617 23.7614 -10.9387 0.071
H 5.9128 21.7529 -10.2336 0.060
```